No. 1
# C41H40AsN8O2PdSb

A structure of composition C41H40AsN8O2PdSb in a non-equilibrium geometry (wB97M-V/def2-TZVPD, the OMol25 dataset).

```
94
C41H40AsN8O2PdSb (wB97M-V/def2-TZVPD)
Pd -0.14842 -0.27993 -0.73434
C 3.17450 -0.02103 4.04717
N 2.19891 -0.47340 2.99855
C 2.04218 0.04781 1.74845
N 1.22017 -0.73008 1.07394
C 0.89342 -1.70616 2.00305
N 1.44029 -1.52879 3.15446
C 2.61021 -0.06819 5.45340
C 3.30974 -0.68646 6.50222
C 2.66464 -0.79442 7.74809
C 1.39822 -0.33966 7.97149
C 0.76008 0.32329 6.95498
C 1.36187 0.42580 5.69363
C -0.61540 0.66688 7.20631
N -1.37069 0.54771 8.34725
N -2.59805 0.82879 7.97999
C -2.62398 1.06289 6.65605
O -1.38540 1.01321 6.11841
C -3.75225 1.37327 5.85181
C -5.03510 1.24201 6.36009
C -6.08241 1.61385 5.55404
C -5.82215 2.04581 4.24977
C -4.55509 2.04363 3.73347
C -4.39672 2.27418 2.20083
N -3.50809 1.28621 1.60406
C -2.31661 1.40905 1.00093
N -1.86407 0.22259 0.64567
C -2.87428 -0.60126 1.13573
N -3.85054 0.01318 1.72135
C -3.50316 1.72589 4.54967
H 3.37585 1.00825 3.80456
H 4.07077 -0.60745 3.86603
H 2.60804 0.91631 1.49108
H 0.21531 -2.56474 1.87979
H 4.27290 -1.14701 6.21500
H 3.22092 -1.35092 8.47307
H 0.96754 -0.39789 8.91385
H 0.87788 0.96106 4.91731
H -5.16926 1.02885 7.42809
H -7.11028 1.61580 5.93061
H -6.62247 2.50668 3.66006
H -3.99062 3.27114 1.99845
H -5.37693 2.31056 1.72070
H -1.85307 2.35000 0.86941
H -2.80526 -1.68447 1.00628
H -2.45505 1.71856 4.17928
O 1.42650 -0.42246 -2.24601
As 1.45692 0.17024 -3.86593
C 1.98107 -1.15077 -5.18453
C 0.94698 -1.83495 -5.77677
C 1.33737 -2.79986 -6.76717
C 2.63719 -3.00767 -7.10726
C 3.68833 -2.30064 -6.45045
C 3.33172 -1.36986 -5.48162
C 2.70826 1.64969 -3.99137
C 3.10630 2.27873 -2.79417
C 3.88765 3.42859 -2.91423
C 4.19927 3.93478 -4.16687
C 3.86972 3.25937 -5.34057
C 3.09642 2.12555 -5.27524
C -0.28581 0.85480 -4.37762
C -0.92920 1.51599 -3.32376
C -2.12854 2.16346 -3.56418
C -2.64952 2.09691 -4.86740
C -1.98697 1.50421 -5.92355
C -0.74088 0.89119 -5.68146
H -0.05585 -1.70889 -5.48157
H 0.53257 -3.46617 -7.16279
H 2.91869 -3.79730 -7.81865
H 4.74900 -2.57252 -6.59562
H 4.10523 -0.83506 -4.92134
H 2.88011 1.91475 -1.80327
H 4.24454 3.95153 -2.04696
H 4.73321 4.85322 -4.25801
H 4.12853 3.66232 -6.29610
H 2.79960 1.59818 -6.16766
H -0.46245 1.44641 -2.34719
H -2.65854 2.69436 -2.79715
H -3.62394 2.59502 -5.00678
H -2.44896 1.55954 -6.91790
H -0.22585 0.44739 -6.51378
C 1.78234 -3.39470 -1.95561
Sb -0.18191 -2.83115 -1.43146
C -0.89421 -4.48786 -0.35986
C -1.23595 -3.16451 -3.28003
H 2.06701 -4.34818 -1.51851
H 2.46646 -2.65385 -1.60189
H 1.81883 -3.37901 -3.03445
H -1.96796 -4.38903 -0.26373
H -0.47035 -4.48130 0.61741
H -0.63712 -5.38751 -0.89341
H -0.64115 -3.80886 -3.96008
H -1.42035 -2.25173 -3.83007
H -2.25245 -3.62382 -3.13741
```

Output
orbital gap (spin up / spin down) = 7.28 / 3.69 eV
E_LUMO (spin up / spin down) = -0.3712 / -0.5258 Eh
HOMO level (spin up / spin down) = -17.4 / -18.0 eV
spin multiplicity = 5
max |F| = 2.98 eV Å⁻¹
net charge = +4

Mulliken atomic charge list, values in e, 8 entries: atom 1 (Pd): 0.467, atom 2 (C): -0.802, atom 3 (N): 0.652, atom 4 (C): -0.439, atom 5 (N): 0.365, atom 6 (C): -0.646, atom 7 (N): -0.732, atom 8 (C): 0.381

No. 2
# C41H40BrIN6O2RbS2Sb

A structure of composition C41H40BrIN6O2RbS2Sb in a non-equilibrium geometry (wB97M-V/def2-TZVPD, the OMol25 dataset).

```
95
C41H40BrIN6O2RbS2Sb (wB97M-V/def2-TZVPD)
Rb -0.24823 0.97923 -1.04246
C 2.37175 6.94738 -5.19868
C 2.11188 6.21810 -3.87915
C 1.27126 5.09508 -3.81685
C 0.91774 4.49302 -2.60310
C 1.44916 4.95524 -1.41157
C 2.31619 6.07624 -1.41844
C 2.64410 6.66272 -2.62375
S 1.02908 4.07435 0.06602
O 1.78124 2.81342 -0.03438
O 1.41463 4.94268 1.14423
N -0.46921 3.57978 -0.06617
C -1.63387 4.35672 -0.16918
C -1.79794 5.65674 0.27808
C -3.02485 6.29625 0.07813
C -4.09328 5.63787 -0.53795
C -3.77622 4.37770 -0.99081
N -2.61341 3.77033 -0.83316
H 2.08109 6.33954 -6.04549
H 3.45025 7.13929 -5.34285
H 1.84361 7.88851 -5.21130
H 0.88105 4.61640 -4.71753
H 0.23701 3.62988 -2.59507
H 2.66946 6.43353 -0.45573
H 3.39515 7.44714 -2.63374
H -1.04158 6.14198 0.91521
H -3.18705 7.33007 0.44052
H -5.04429 6.08331 -0.70963
H -4.53811 3.76364 -1.50807
S -3.54561 -0.92545 -1.22873
Sb -3.53536 -1.45501 0.96333
C -1.66922 -2.13101 1.66018
C -1.33957 -3.51268 1.51267
C -0.12635 -3.94589 2.00078
C 0.78888 -3.07765 2.55542
C 0.51572 -1.73377 2.71024
C -0.72261 -1.28828 2.24956
C -4.02934 0.18368 2.15632
C -4.27197 0.01082 3.50341
C -4.41813 1.13638 4.29131
C -4.26180 2.41276 3.71414
C -3.98518 2.58186 2.37998
C -3.93409 1.45486 1.55873
C -4.78639 -3.07442 1.26186
C -5.02321 -3.63377 2.50755
C -5.82380 -4.75244 2.64056
C -6.37961 -5.34311 1.50106
C -6.21003 -4.74059 0.25903
C -5.41847 -3.60865 0.12603
H -2.02922 -4.17943 1.02445
H 0.11913 -4.99372 1.98699
H 1.77589 -3.40471 2.86363
H 1.17888 -1.03580 3.20638
H -1.01610 -0.26154 2.47276
H -4.30212 -0.94653 4.01031
H -4.62759 1.01680 5.34281
H -4.41373 3.27743 4.33555
H -3.80199 3.52699 1.91546
H -3.74679 1.53470 0.49869
H -4.53931 -3.28081 3.38878
H -5.92698 -5.20097 3.61050
H -6.89974 -6.26141 1.58296
H -6.56025 -5.23741 -0.63405
H -5.21623 -3.16398 -0.84759
Br 8.08700 0.43032 -1.58620
C 6.90075 1.02522 -0.25247
C 7.44767 1.50727 0.94809
C 6.59831 2.00197 1.93721
C 5.24161 1.84567 1.79290
C 4.68855 1.34309 0.60074
C 5.55519 0.86207 -0.36959
I 4.66682 -0.00782 -2.07913
H 8.51712 1.58698 1.04981
H 7.01917 2.40863 2.83781
H 4.61608 2.19400 2.58275
H 3.61757 1.30604 0.46427
C 3.43366 -6.67519 -0.64227
C 2.62394 -6.71666 -1.98550
C 1.20546 -7.19034 -1.78422
C 2.74377 -5.34101 -2.70366
N 2.19413 -4.18134 -1.97511
C 2.79745 -3.42990 -1.04097
N 1.91064 -2.59968 -0.53994
N 0.77095 -2.87134 -1.13115
N 0.88266 -3.84086 -1.99694
H 3.36043 -7.62946 -0.12011
H 3.00016 -5.91637 -0.00540
H 4.49613 -6.43796 -0.87796
H 3.13460 -7.42283 -2.65347
H 0.59637 -6.46772 -1.24578
H 1.12766 -8.14063 -1.25709
H 0.70440 -7.37401 -2.72973
H 2.19944 -5.37643 -3.65339
H 3.80139 -5.12722 -2.94348
H 3.84656 -3.45787 -0.79821
```

Output
orbital gap = 7.74 eV
E_LUMO = 0.0040 Eh
HOMO level = -7.6 eV
max |F| = 1.92 eV Å⁻¹
net charge = 0

Mulliken atomic charge list, values in e, 8 entries: atom 1 (Rb): 0.695, atom 2 (C): -1.391, atom 3 (C): 0.767, atom 4 (C): -0.699, atom 5 (C): -0.403, atom 6 (C): 0.500, atom 7 (C): -0.608, atom 8 (C): -0.451

No. 3
# C41H40Cl2N4O7SW

A structure of composition C41H40Cl2N4O7SW in a non-equilibrium geometry (wB97M-V/def2-TZVPD, the OMol25 dataset).

```
96
C41H40Cl2N4O7SW (wB97M-V/def2-TZVPD)
W -1.10132 -1.16877 0.07170
O -7.18481 -0.48787 0.71258
C -6.02879 -0.73286 0.53851
C -5.08081 -1.41996 1.54578
O -5.37094 -1.82509 2.63996
C -3.78805 -1.43774 0.84871
C -3.87226 -0.90417 -0.41329
O -2.75190 -0.84632 -1.10595
C -5.19852 -0.38077 -0.71212
O -5.59051 0.20512 -1.69222
O -2.61745 -1.83925 1.26430
C 2.89910 -6.07901 -3.98493
C 2.98057 -4.56290 -3.86129
C 2.04757 -4.01344 -2.79008
C 2.11227 -2.49442 -2.68962
N 1.27468 -1.91109 -1.63762
C -0.10821 -2.23385 -1.63195
S -0.72477 -3.44753 -0.51121
N -0.69981 -2.08189 -2.87073
C -1.85718 -2.82468 -3.32165
C -2.43405 -2.24467 -4.60563
C -3.17780 -0.91533 -4.45995
C -2.29139 0.30252 -4.21673
H 3.57482 -6.45575 -4.75323
H 1.88687 -6.39426 -4.24530
H 3.16220 -6.56162 -3.04162
H 2.73527 -4.10189 -4.82345
H 4.00915 -4.26567 -3.63354
H 2.29762 -4.45020 -1.81689
H 1.01892 -4.31731 -3.01000
H 1.85094 -2.04896 -3.65194
H 3.13530 -2.17318 -2.48064
H 1.67695 -2.06514 -0.72381
H -0.24284 -1.46176 -3.51509
H -2.62656 -2.80567 -2.54605
H -1.58718 -3.87742 -3.48204
H -3.12980 -2.98960 -4.99916
H -1.63794 -2.15106 -5.35549
H -3.90467 -0.99650 -3.64740
H -3.75523 -0.75300 -5.37387
H -1.81290 0.25569 -3.23942
H -2.88325 1.21838 -4.26403
H -1.50897 0.37754 -4.97923
N 0.28664 -1.07606 1.29645
C 1.31312 -0.91447 2.03672
C 2.42142 -0.09465 1.49690
C 2.10893 1.02064 0.72138
C 3.11839 1.77551 0.14925
C 4.44336 1.40044 0.32606
C 4.76069 0.27790 1.08160
C 3.75418 -0.46666 1.67506
C 1.36449 -1.51621 3.37949
C 0.52786 -2.59645 3.67137
C 0.53865 -3.15649 4.93544
C 1.36897 -2.63357 5.91912
C 2.18991 -1.54910 5.64032
C 2.19278 -0.99133 4.37301
H 1.07372 1.30919 0.59922
H 2.86611 2.65304 -0.43343
H 5.23341 1.98381 -0.12903
H 5.79387 -0.01744 1.20819
H 3.99646 -1.34495 2.25995
H -0.12430 -2.98511 2.89983
H -0.10642 -3.99562 5.15796
H 1.36975 -3.06837 6.91021
H 2.82169 -1.13294 6.41358
H 2.81407 -0.13211 4.15929
Cl 1.46310 2.87635 3.56673
C 0.14606 3.94770 3.90299
C 0.08406 4.56004 5.14354
C -0.99447 5.37121 5.45371
C -2.00557 5.57123 4.52918
C -1.91377 4.97119 3.28596
Cl -3.17800 5.23617 2.12806
C -0.83753 4.15220 2.93305
N -0.79457 3.52109 1.67766
C 0.00907 3.97670 0.62852
C 1.07837 4.84569 0.84741
C 1.90596 5.22153 -0.19770
C 1.68267 4.74948 -1.48215
C 0.59572 3.91947 -1.70949
C -0.25376 3.53818 -0.68033
C -1.44986 2.65869 -0.98251
C -1.20949 1.26831 -0.49164
O -0.47365 0.45944 -1.14562
O -1.68619 0.85159 0.61078
H 0.87098 4.37847 5.86167
H -1.05254 5.84204 6.42545
H -2.85930 6.19302 4.75770
H -1.68561 3.13809 1.39904
H 1.26400 5.22777 1.84157
H 2.73030 5.89501 -0.00076
H 2.33016 5.03855 -2.29857
H 0.38930 3.55870 -2.71017
H -1.61307 2.61035 -2.05826
H -2.36445 3.03408 -0.51814
```

Output
orbital gap (spin up / spin down) = 5.65 / 5.65 eV
E_LUMO (spin up / spin down) = -0.0716 / -0.0717 Eh
HOMO level (spin up / spin down) = -7.6 / -7.6 eV
max |F| = 1.11 eV Å⁻¹
net charge = 0

Mulliken atomic charge list, values in e, 8 entries: atom 1 (W): 1.373, atom 2 (O): -0.537, atom 3 (C): 0.383, atom 4 (C): -0.098, atom 5 (O): -0.588, atom 6 (C): 1.298, atom 7 (C): 0.235, atom 8 (O): 0.739

No. 4
# C41H40Cl56F6N5O4P

A structure of composition C41H40Cl56F6N5O4P in a non-equilibrium geometry (wB97M-V/def2-TZVPD, the OMol25 dataset).

```
153
C41H40Cl56F6N5O4P (wB97M-V/def2-TZVPD)
C 2.53755 2.35225 5.17856
C 3.58581 1.56313 4.35476
N 3.85359 0.38432 4.76009
C 4.36416 2.15985 3.10174
N 4.19576 1.41459 1.85260
P 5.50453 1.97871 0.80906
N 5.48848 3.56565 0.73070
C 2.95699 1.61048 1.07218
C 2.24797 3.00489 1.21742
O 2.20451 3.71740 0.25247
N 1.68182 3.53422 2.45118
C 0.46932 4.28133 2.28710
O -0.45435 3.98843 2.95208
F 0.30191 5.37021 1.48100
C 1.89430 0.34792 1.13873
C 1.81857 -0.26754 -0.28514
C 0.82119 -1.45293 -0.53258
C 1.52541 -2.55315 -1.44045
C 0.70675 -3.86524 -1.54582
F 0.05098 -4.22817 -0.39132
F -0.26632 -3.80067 -2.53781
C 1.59974 -5.12468 -1.93956
F 2.50197 -4.85640 -2.90370
F 2.20896 -5.57632 -0.79491
F 0.75597 -6.13630 -2.30422
N 2.46200 -0.54711 2.19537
C 3.09267 -1.59591 1.82646
C 2.42141 -3.00187 2.13947
C 4.50953 -1.69384 1.16680
O 0.72135 0.85815 1.74454
C -0.43826 1.15090 0.99415
C -1.57906 0.08517 1.32635
O -2.81486 0.36075 0.61217
C -3.84827 0.14011 1.53026
C -4.06015 -1.22147 2.07264
C -5.09716 -1.53698 3.01835
C -5.40215 -2.98995 3.59989
C -5.97452 -0.38149 3.48924
C -5.74782 0.91978 2.93544
C -4.70140 1.23800 1.94177
C -4.66808 2.70561 1.45217
C -5.84182 3.00368 0.40872
C -3.30346 3.23681 0.90874
H 2.64825 3.46470 5.12057
H 2.48998 1.97741 6.23262
H 1.53065 2.11601 4.73172
H 4.56473 0.03564 4.09960
H 5.44758 2.04118 3.40353
H 4.24159 3.27923 3.03403
H 6.74009 1.60979 1.43794
H 5.41392 1.39829 -0.49256
H 5.38654 3.87593 -0.23714
H 3.30210 1.59406 -0.00347
H 2.34450 4.14168 2.94360
H 2.82692 -0.56630 -0.71667
H 1.48995 0.56373 -0.97659
H -0.04400 -1.08245 -1.14254
H 0.47302 -1.99018 0.37361
H 1.64836 -2.16372 -2.48277
H 2.56073 -2.77055 -1.05895
H 2.89901 -3.47815 3.03213
H 2.57459 -3.64036 1.23310
H 1.32295 -2.86838 2.30145
H 4.68030 -0.86986 0.43975
H 5.24915 -1.62483 2.00907
H 4.66914 -2.67730 0.65981
H -0.86874 2.09644 1.42771
H -0.34231 1.37492 -0.09511
H -1.80929 0.27112 2.41293
H -1.23129 -0.97053 1.26514
H -3.41886 -2.06559 1.72071
H -5.94240 -3.53622 2.76411
H -6.15254 -2.93557 4.42815
H -4.48738 -3.55738 3.88537
H -6.79295 -0.51326 4.23247
H -6.41838 1.73829 3.28408
H -4.92550 3.34596 2.34429
H -6.71998 2.40942 0.75968
H -6.04270 4.10313 0.37692
H -5.49261 2.60479 -0.56957
H -3.41842 4.29849 0.55525
H -2.99061 2.66393 -0.00561
H -2.52482 3.15302 1.69951
C 3.16069 3.55948 9.13342
Cl 2.86084 5.27657 9.45113
Cl 1.79653 2.87907 8.23142
Cl 4.64347 3.38507 8.17808
Cl 3.34290 2.69697 10.67000
C 4.62008 -1.23036 -3.75258
Cl 6.38189 -1.36334 -3.96772
Cl 3.89792 -2.83809 -3.81591
Cl 4.26258 -0.48877 -2.17435
Cl 3.92804 -0.22691 -5.03557
C -8.06838 -5.82683 1.95753
Cl -6.31902 -6.00541 1.67924
Cl -8.83322 -7.42831 1.95953
Cl -8.33814 -5.04322 3.52017
Cl -8.77288 -4.84313 0.66790
C 6.43413 7.12367 2.45820
Cl 7.94588 6.23788 2.71939
Cl 6.26323 8.37847 3.70016
Cl 6.46199 7.87921 0.85546
Cl 5.06833 6.00201 2.55624
C -1.01715 -3.22715 -6.68105
Cl 0.59086 -2.91835 -6.01316
Cl -2.19403 -2.25486 -5.78423
Cl -1.05731 -2.78046 -8.39474
Cl -1.40598 -4.94659 -6.51117
C 11.86410 6.49855 2.75849
Cl 10.91074 7.81009 2.04874
Cl 10.78987 5.17592 3.26189
Cl 13.01745 5.89288 1.55758
Cl 12.74569 7.10779 4.16900
C 6.45882 3.11664 -5.56408
Cl 6.59083 1.56553 -4.71774
Cl 5.55781 2.89348 -7.07324
Cl 5.60034 4.26683 -4.52094
Cl 8.07792 3.73739 -5.92834
C -0.11794 -3.70591 -12.44774
Cl 0.05719 -5.20761 -11.52721
Cl -1.04455 -4.02196 -13.92572
Cl -0.97187 -2.50594 -11.46181
Cl 1.48458 -3.08499 -12.87709
C -6.66038 -3.09148 -2.40260
Cl -6.22121 -2.60433 -0.75606
Cl -5.29709 -2.78908 -3.48782
Cl -7.05217 -4.81724 -2.43144
Cl -8.06641 -2.15524 -2.94039
C -0.42255 -9.05778 -12.72125
Cl -1.29956 -10.35133 -13.55648
Cl 1.30512 -9.44912 -12.67547
Cl -0.65836 -7.52926 -13.58274
Cl -1.03650 -8.90091 -11.06557
C -5.42865 1.81095 -3.97956
Cl -5.09375 0.23582 -4.71380
Cl -5.82016 2.98517 -5.24819
Cl -6.80100 1.65943 -2.87062
Cl -4.00028 2.36038 -3.08536
C -4.68747 -1.64998 7.62338
Cl -3.05040 -1.33091 8.22433
Cl -5.84869 -0.65002 8.51536
Cl -4.77336 -1.25849 5.89720
Cl -5.07972 -3.36399 7.86028
C 2.83874 7.24167 -3.02720
Cl 2.12706 6.60784 -1.53608
Cl 4.35902 6.38876 -3.36133
Cl 1.71532 6.99063 -4.37474
Cl 3.16343 8.97387 -2.84194
C -12.40886 -5.35585 3.28344
Cl -12.01519 -4.62031 1.72414
Cl -12.04633 -4.20916 4.58547
Cl -14.13354 -5.76505 3.32074
Cl -11.44814 -6.82915 3.51063
```

Output
orbital gap = 7.93 eV
E_LUMO = -0.0151 Eh
HOMO level = -8.3 eV
max |F| = 4.18 eV Å⁻¹
net charge = 0

Mulliken atomic charge list, values in e, 8 entries: atom 1 (C): -0.884, atom 2 (C): 0.888, atom 3 (N): -0.703, atom 4 (C): -0.661, atom 5 (N): 0.840, atom 6 (P): 0.245, atom 7 (N): -0.432, atom 8 (C): -0.539

Number 1: electronic energy -129994.716 eV. Number 2: electronic energy -163206.641 eV. Number 3: electronic energy -101167.554 eV. Number 4: electronic energy -785643.560 eV.